ORCA calculation (ωB97M-V with the def2-TZVPD basis set) on a gas-phase ion, C3H5N2O (charge +1).

```
11
Properties=species:S:1:pos:R:3
O 2.323 -0.113 0.881
N -0.657 0.934 -0.545
N 0.062 -0.292 0.223
C -0.804 -1.524 0.330
C 0.084 1.870 -0.769
C 1.220 -0.223 0.587
H -0.365 2.620 -1.354
H -0.929 -1.995 -0.643
H -0.334 -2.136 1.059
H 1.135 2.063 -0.596
H -1.734 -1.203 0.825
```

## Properties
- energy relative to the best compared isomer or geometry (same formula, charge and spin) (eV) = 3.801
- Kohn-Sham gap (eV) = 11.1
- spin multiplicity = 1
- LUMO level (eV) = -5.9
- net charge = +1
- structure (SMILES) = C=N[N+](C)=C=O
- HOMO (eV) = -16.909


ORCA calculation (ωB97M-V with the def2-TZVPD basis set) on 13 unconnected molecules or ions with the total composition C26H52O52S13.

```
143
Properties=species:S:1:pos:R:3
S 2.655 -2.668 -4.301
S -5.741 4.841 0.015
S -3.792 -5.147 2.052
S 6.278 3.682 5.705
S -4.040 -4.107 -1.973
S 1.151 -0.098 0.511
S 0.367 2.379 6.997
S 7.353 -2.431 0.789
S -2.015 2.942 -2.732
S -2.493 -2.052 -6.721
S -1.174 4.275 1.759
S -4.678 -0.187 3.939
S 6.021 3.145 0.025
O 4.570 3.192 -0.795
O -4.564 4.006 -0.246
O -0.734 2.006 -3.343
O -4.940 -5.538 1.224
O -3.737 -0.927 -6.685
O 6.057 5.163 5.577
O 2.763 -1.257 -4.553
O -2.368 -5.074 1.264
O 6.730 3.166 7.006
O 2.171 -0.945 -0.101
O -1.646 4.606 3.117
O 3.013 -3.101 -2.676
O -3.621 -0.003 4.949
O 6.122 1.473 -0.105
O 0.050 -0.969 1.413
O 7.959 -2.508 -0.568
O -5.509 5.743 1.495
O 6.957 3.865 -0.741
O -3.833 -4.062 3.069
O -4.234 -0.882 2.541
O 0.113 0.846 6.192
O -0.875 5.647 0.830
O -6.017 -0.713 4.296
O 0.021 0.249 -0.617
O -7.020 4.102 0.831
O -6.285 5.622 -1.100
O -2.101 -1.560 -8.195
O 5.929 -2.764 0.933
O -2.824 -5.286 -1.972
O -0.919 3.133 7.152
O 0.478 3.982 1.783
O -2.403 3.195 -4.379
O 7.667 -1.003 1.509
O 8.290 -3.201 1.861
O -3.216 -6.485 2.713
O -3.683 -2.794 -1.380
O 5.006 2.807 5.109
O 1.120 -3.166 -4.216
O 3.486 -3.514 -5.170
O 5.826 3.548 1.401
O -1.442 4.125 -2.038
O -3.693 -4.086 -3.632
O -1.443 -1.618 -5.796
O 7.270 3.094 4.520
O 1.281 2.873 5.659
O 1.423 1.279 1.057
O 1.247 2.274 8.167
O -4.813 1.260 3.156
O -2.926 -3.441 -6.782
O -1.924 3.249 1.009
O -5.398 -4.623 -1.941
O -2.966 2.100 -2.119
C 0.833 2.409 4.397
C 5.343 1.795 4.147
C 5.053 0.854 -0.804
C 1.820 -3.583 -1.954
C 0.158 1.028 4.809
C -3.425 -5.328 -4.207
C -2.267 -7.290 1.964
C 4.393 2.040 -1.545
C -1.260 -0.230 -0.367
C 1.109 4.628 0.707
C -1.016 -1.410 0.655
C -1.035 1.383 -4.473
C -6.764 4.095 2.218
C 0.423 6.010 0.549
C 8.950 -2.339 2.770
C -3.139 -0.788 -8.863
C -1.563 2.561 -5.290
C -2.877 -6.160 -3.084
C -1.903 -6.290 0.816
C 6.903 1.734 4.182
C -4.274 -0.825 -7.930
C -4.740 1.157 1.706
C 0.840 -3.992 -3.119
C -5.444 4.864 2.588
C -4.833 -0.377 1.427
C 8.933 -1.031 2.197
H 0.647 6.728 1.338
H 4.390 0.367 -0.088
H -2.885 -5.251 -5.150
H 0.300 3.248 3.950
H -2.725 0.192 -9.104
H -3.598 -6.975 -3.029
H 2.188 4.689 0.855
H -2.676 -8.209 1.545
H -0.906 -2.449 0.347
H 7.321 1.404 3.231
H 3.318 2.052 -1.724
H -3.432 -1.131 -9.856
H 1.601 2.080 3.696
H 5.608 0.177 -1.453
H 9.779 -1.010 1.510
H -0.169 0.849 -4.864
H 9.920 -2.768 3.022
H -4.576 4.232 2.398
H 8.293 -2.307 3.639
H 7.321 1.089 4.955
H 1.399 -2.759 -1.378
H 1.063 4.007 -0.188
H -1.910 0.572 -0.017
H -4.113 -0.675 0.666
H -4.960 0.022 -7.928
H -5.862 -0.686 1.244
H -1.334 -7.375 2.521
H -0.853 -6.293 0.523
H -5.682 1.538 1.311
H 9.157 -0.320 2.992
H -1.887 0.765 -4.190
H -1.804 -1.409 1.408
H -6.801 3.168 2.790
H -2.027 2.225 -6.218
H -7.554 4.719 2.637
H -0.797 3.298 -5.530
H 5.041 0.841 4.579
H -1.609 -0.611 -1.327
H -0.815 1.012 4.318
H 0.726 0.122 4.597
H 0.682 6.439 -0.419
H 4.872 2.114 3.217
H 4.832 2.165 -2.535
H -4.879 -1.731 -7.962
H 0.992 -5.046 -3.351
H -1.841 -6.449 -3.259
H -3.871 1.618 1.237
H -5.289 5.532 3.435
H 2.126 -4.421 -1.327
H -4.465 -5.555 -4.443
H -0.212 -3.938 -2.839
H -2.566 -6.470 -0.029
```

## Properties
- energy relative to the best compared isomer or geometry (same formula, charge and spin) (eV) = 12.736
- Kohn-Sham gap (eV) = 9.7
- spin multiplicity = 1
- LUMO level (eV) = -0.7
- HOMO (eV) = -10.389


ORCA calculation (ωB97M-V with the def2-TZVPD basis set) on a gas-phase ion, C6H11N4 (charge +1).

```
21
Properties=species:S:1:pos:R:3
N 1.672 1.324 -0.012
N 0.626 1.017 -0.536
N -1.488 -0.482 -0.810
N -0.117 -2.226 -1.282
C 2.919 -0.440 0.939
C -0.597 1.487 0.008
C -3.080 1.100 0.225
C -1.703 0.722 -0.223
C -0.221 -0.999 -0.889
C 2.828 0.919 0.350
H 3.917 -0.632 1.396
H -2.347 -0.963 -0.935
H 3.656 1.460 -0.017
H 0.760 -2.708 -1.493
H -3.045 2.143 0.765
H 2.049 -0.634 1.663
H -0.571 2.445 0.546
H -3.843 0.911 -0.594
H -0.896 -2.601 -1.744
H 2.838 -1.156 0.079
H -3.219 0.373 1.141
```

## Properties
- energy relative to the best compared isomer or geometry (same formula, charge and spin) (eV) = 4.764
- Kohn-Sham gap (alpha / beta) (eV) = 7.9 / 7.9
- spin multiplicity = 1
- LUMO level (alpha / beta) (eV) = -4.1 / -4.1
- net charge = +1
- HOMO (alpha / beta) (eV) = -11.998 / -11.999